(1)
Computed, not measured: a molecular structure, C45H48Ge2N2O3PReSSe2, with ωB97M-V/def2-TZVPD.

The geometry in XYZ format:
```
105
Properties=species:S:1:pos:R:3:forces:R:3
Re -0.159651 -0.887285 -0.144363 0.1 0.9 0.3
C -3.720369 0.031826 1.933494 -0.1 -0.1 -0.1
Se -1.942976 -0.752035 1.826752 0.0 0.0 0.1
C -2.388395 -2.645990 1.920805 0.0 0.0 0.0
C -1.125710 -3.459401 2.221895 0.0 0.1 0.0
Se 0.583771 -2.523739 1.855954 0.0 0.1 -0.1
C 1.496192 -4.005788 0.996520 0.0 0.0 0.0
H -4.443334 -0.574118 1.394908 0.0 0.0 0.0
H -3.674085 1.035344 1.515457 0.0 0.0 0.0
H -3.961429 0.079602 2.991767 0.0 0.0 0.0
H -2.825263 -2.925093 0.963976 0.0 0.0 0.0
H -3.138585 -2.766353 2.699670 0.0 -0.1 0.0
H -1.104462 -4.363651 1.617535 0.0 0.0 0.0
H -1.075963 -3.739943 3.270215 0.0 0.0 0.0
H 1.782110 -4.720531 1.763497 0.0 0.0 0.0
H 2.380498 -3.596738 0.512781 0.0 0.0 0.0
H 0.847152 -4.469319 0.257696 0.0 0.0 0.0
O 0.863773 2.993344 1.056500 0.4 -0.4 0.5
C 0.094708 2.147636 0.575042 -0.4 -0.3 -0.2
O 0.273748 0.913021 0.895844 -0.1 -0.2 -0.4
C -1.080561 2.661495 -0.211498 0.1 0.0 0.0
C -1.491473 3.942242 0.152417 0.0 0.1 0.0
C -2.575475 4.550486 -0.460250 0.0 0.0 0.0
C -3.257740 3.891120 -1.470805 0.0 0.0 0.1
C -2.842926 2.627413 -1.863145 0.0 0.0 0.0
C -1.764550 1.997589 -1.244332 0.1 0.0 -0.1
P -1.246584 0.378565 -1.863185 -0.3 -0.3 0.1
C -2.795646 -0.494274 -2.288970 0.0 0.1 -0.1
C -3.862094 -0.480468 -1.392792 0.0 0.0 0.0
C -5.032766 -1.164659 -1.673523 0.0 0.0 0.0
C -5.147549 -1.884506 -2.857004 0.0 0.0 0.0
C -4.092633 -1.903337 -3.755623 0.0 0.0 0.0
C -2.921592 -1.208181 -3.478062 0.0 0.0 0.0
C -0.426901 0.576439 -3.462106 0.1 0.0 0.1
C -0.524414 1.747649 -4.204462 0.0 0.0 0.0
C 0.089164 1.829138 -5.446118 0.0 0.0 0.0
C 0.801162 0.749827 -5.947769 0.0 0.0 0.0
C 0.918654 -0.414986 -5.199972 0.0 0.0 0.0
C 0.310806 -0.500162 -3.957421 0.0 0.0 0.0
H -0.937453 4.466145 0.919033 0.0 0.0 0.0
H -2.876749 5.543242 -0.154481 0.0 0.0 0.0
H -4.100246 4.359954 -1.961128 0.0 0.0 0.0
H -3.366855 2.120572 -2.664540 0.0 0.0 0.0
H -3.784301 0.107000 -0.490982 0.0 0.0 0.0
H -5.865040 -1.125114 -0.982088 0.0 0.0 0.0
H -6.063523 -2.413345 -3.083928 0.0 0.0 0.0
H -4.182475 -2.451233 -4.684383 0.0 0.0 0.0
H -2.116680 -1.214233 -4.200630 0.0 0.0 0.0
H -1.055173 2.605799 -3.814497 0.0 0.0 0.0
H 0.019633 2.744708 -6.017737 0.0 0.0 0.0
H 1.275052 0.819620 -6.917623 0.0 0.0 0.0
H 1.492794 -1.248670 -5.582585 0.0 0.0 0.0
H 0.429896 -1.393679 -3.355750 0.0 0.0 0.0
O 1.591414 1.761405 -1.654633 -0.1 0.1 0.1
S 2.345017 0.522910 -1.515248 0.2 -0.2 -0.1
N 1.630295 -0.690536 -0.984163 -0.1 0.1 0.0
N -0.545954 -2.574983 -1.189795 -0.1 -0.4 0.0
C -0.765406 -3.535623 -1.784945 -0.3 -0.1 0.0
C -1.052489 -4.725002 -2.516095 0.2 0.1 -0.1
C -1.009387 -4.684232 -3.912033 0.0 0.0 0.0
C -1.217003 -5.850866 -4.623802 0.0 0.0 0.0
C -1.469230 -7.039600 -3.948572 0.0 0.0 0.0
C -1.526214 -7.071775 -2.559838 0.0 0.0 0.0
C -1.317215 -5.914161 -1.834281 0.0 0.0 0.0
H -0.820833 -3.747768 -4.422054 0.0 0.0 0.0
H -1.183493 -5.835609 -5.704173 0.0 0.0 0.0
H -1.627061 -7.950182 -4.510717 0.0 0.0 0.0
H -1.732819 -7.999494 -2.044887 0.0 0.0 0.0
H -1.372573 -5.925347 -0.753344 0.1 0.0 0.0
C 2.269429 3.551643 5.666086 0.0 0.1 0.1
Ge 1.025242 3.257590 4.196914 0.3 -0.2 0.1
C 0.309538 4.946659 3.550980 0.0 0.0 0.0
C -0.469289 2.097571 4.679479 -0.1 0.0 0.1
Ge 2.238611 2.064144 2.429523 -0.1 0.8 -0.1
C 2.654625 0.221064 2.875288 -0.1 -0.2 -0.1
C 2.486708 -0.097224 4.224031 0.0 -0.1 -0.1
C 2.981468 -1.286607 4.749584 0.0 0.0 0.0
C 3.672393 -2.165832 3.932299 0.0 0.0 0.0
C 3.840818 -1.869553 2.584070 0.0 0.0 0.0
C 3.322466 -0.697032 2.056346 -0.1 0.0 0.0
C 3.650515 2.883379 1.414966 0.2 0.1 0.0
C 3.624993 4.277622 1.304183 0.0 -0.1 -0.1
C 4.583743 4.944874 0.561189 0.0 0.0 0.0
C 5.573106 4.224655 -0.096306 0.0 0.0 0.0
C 5.621399 2.844308 0.019824 0.0 0.0 0.0
C 4.670883 2.176207 0.780545 0.1 0.0 0.1
H 1.747801 4.037089 6.491819 0.0 0.0 0.0
H 3.075490 4.208202 5.338806 0.0 0.0 0.0
H 2.706128 2.622784 6.029908 0.0 0.0 0.0
H 0.156114 5.594105 4.415071 0.0 0.0 0.0
H -0.653638 4.784023 3.067985 0.0 0.0 0.0
H 0.976946 5.450084 2.854769 0.0 0.0 0.0
H -1.162578 2.662736 5.304849 0.0 0.0 0.0
H -0.152628 1.211608 5.227113 0.0 0.0 0.0
H -0.993495 1.778461 3.780038 -0.1 0.0 -0.1
H 1.972256 0.586757 4.885592 0.0 0.0 0.0
H 2.842695 -1.512943 5.798826 0.0 0.0 0.0
H 4.086239 -3.077852 4.342872 0.0 0.0 0.0
H 4.401246 -2.545556 1.948401 0.0 0.0 0.0
H 3.430661 -0.512445 0.996104 0.1 0.0 0.0
H 2.844435 4.847149 1.794902 0.0 0.0 0.0
H 4.563240 6.024523 0.494630 0.0 0.0 0.0
H 6.313306 4.743097 -0.691192 0.0 0.0 0.0
H 6.410046 2.286493 -0.467863 0.0 0.0 0.0
H 4.764548 1.106133 0.906940 0.0 0.0 0.0
```
Forces are in eV/Å.

Properties
E_LUMO (alpha / beta): -4.84 / -6.38 eV
⟨S²⟩: 2.026
gap between HOMO and LUMO (alpha / beta): 8.31 / 6.57 eV
HOMO level (alpha / beta): -0.48346 / -0.47591 Ha
charge: +2
2S+1: 3
ΔE to the lowest compared entry with this formula, charge and spin: 0.0 kcal/mol

Atomic partial charges in e from the Löwdin method, atoms 1 to 4: 0.884, -0.315, 0.938, -0.480

***

(2)
Computed, not measured: a molecular structure, C45H48LuN4O7S3Se2, with ωB97M-V/def2-TZVPD.

The geometry in XYZ format:
```
110
Properties=species:S:1:pos:R:3:forces:R:3
Lu -1.769017 -0.182068 3.077632 -0.2 0.1 0.0
N -1.233365 -0.866441 0.824794 1.2 0.4 -1.0
C -1.972530 -2.041109 0.342435 -1.3 0.7 -0.9
C -3.341548 -2.178798 1.061227 -0.4 0.3 -0.3
O -4.253384 -2.807492 0.519306 0.1 -0.1 -0.2
N -3.422989 -1.526240 2.227994 1.0 0.5 0.2
C -4.724800 -1.290501 2.820257 0.1 -0.5 -0.3
C -4.827451 0.154018 3.406952 -0.2 -1.6 -0.4
O -5.911728 0.636062 3.650774 -0.5 0.3 0.2
O -3.698894 0.749646 3.562677 0.2 0.0 -0.2
H -1.166173 -0.116767 0.064765 -0.1 -1.3 1.4
H -0.284945 -1.237587 0.977147 -0.2 1.0 0.0
H -1.409671 -2.948449 0.564954 0.1 0.0 -0.5
H -2.153564 -1.846631 -0.759164 0.0 -1.1 1.3
H -4.950675 -2.110158 3.506958 -0.1 0.5 0.7
H -5.481795 -1.454653 2.067403 -0.4 0.4 -0.4
C 5.683006 3.728814 1.109372 -0.8 -2.1 0.4
C 4.474930 3.088025 0.471729 0.1 -1.1 -2.0
C 3.171466 3.151774 0.961504 0.5 2.1 2.0
C 2.129215 2.533625 0.304136 -1.7 -2.0 -0.1
C 2.408723 1.674379 -0.814390 -1.2 2.1 1.2
C 3.658063 1.681654 -1.377211 0.7 -0.5 -0.3
C 4.686109 2.359272 -0.758703 -0.7 0.5 2.1
S 0.964931 1.212165 -1.746328 -0.1 0.0 0.6
O 0.927157 2.146424 -2.897818 0.0 -0.3 -0.4
C 1.427471 -0.476625 -2.202423 -0.3 -0.2 0.1
C 1.791748 -1.292536 -1.138961 1.1 -0.9 1.5
C 2.005225 -2.641517 -1.314024 0.5 0.0 0.6
C 1.948127 -3.208902 -2.588606 -0.1 -1.0 -1.0
C 2.319795 -4.572780 -2.866266 0.3 0.0 0.5
C 2.283549 -5.063152 -4.129584 -0.5 -0.1 -0.5
C 1.795074 -4.282784 -5.235804 -0.4 0.3 -0.1
C 1.313367 -3.019768 -5.017027 0.8 0.3 1.9
C 1.469525 -2.436412 -3.669747 -0.3 -0.4 -0.6
C 1.145858 -1.083781 -3.396166 -0.5 0.8 -1.0
C 0.480154 -0.303266 -4.475386 -1.3 -0.3 -0.8
C 1.236577 0.471782 -5.370565 2.3 -0.3 -0.6
C 2.690550 0.511836 -5.287962 -0.9 1.0 0.0
C 3.414523 1.439493 -5.985026 -0.4 -1.0 -0.1
C 2.772465 2.273769 -6.910360 0.2 -0.4 -0.1
C 1.436314 2.093413 -7.147193 0.8 0.3 -0.7
C 0.654778 1.138056 -6.467222 -1.1 0.5 1.5
C -0.762989 1.008877 -6.625158 0.2 0.0 -0.8
C -1.526993 0.237087 -5.785949 -0.2 0.3 -0.6
C -0.890212 -0.403480 -4.719607 1.0 -0.2 0.8
S -1.892379 -1.434165 -3.651712 0.0 0.8 0.7
O -2.995061 -1.988536 -4.454229 -0.4 -0.5 -0.7
C -2.673048 -0.085716 -2.711727 0.0 0.3 0.2
C -3.814629 -0.447909 -1.999564 -0.4 -1.3 -0.8
C -4.452828 0.411874 -1.123520 1.4 0.1 -1.5
C -3.912632 1.686973 -0.966029 0.3 -0.3 0.7
C -4.380130 2.551630 0.140482 -0.4 1.1 -1.0
C -2.803642 2.072436 -1.696996 0.1 1.2 -0.3
C -2.201239 1.214167 -2.598318 1.2 -0.4 0.3
H 6.086125 4.438381 0.469143 0.6 1.7 -1.1
H 6.470544 2.965867 1.183965 -0.2 0.1 0.4
H 5.421061 4.145759 2.061679 0.2 0.2 0.5
H 3.014308 3.835381 1.921239 0.0 -1.7 -2.1
H 1.053738 2.535922 0.727697 1.9 0.2 -0.7
H 3.845500 1.113928 -2.286628 0.0 0.1 0.1
H 5.684875 2.215718 -1.094307 0.7 0.2 -0.4
H 2.025050 -0.896114 -0.141919 -0.4 0.1 -0.3
H 2.309110 -3.307805 -0.486144 -0.2 0.7 -0.4
H 2.681270 -5.261779 -2.078470 -0.4 0.7 -0.3
H 2.523138 -6.117678 -4.246480 0.2 0.2 -0.3
H 1.750390 -4.669681 -6.263879 0.1 -0.1 0.7
H 0.856165 -2.383314 -5.763618 0.2 -0.3 -0.2
H 3.229406 -0.129288 -4.632733 0.1 -0.5 0.6
H 4.490225 1.423068 -5.953995 0.2 0.1 0.3
H 3.444947 2.921480 -7.472433 -0.7 0.3 -0.1
H 1.008653 2.701137 -7.912442 -0.6 0.2 -0.4
H -1.197962 1.496294 -7.499298 -0.1 0.0 0.3
H -2.617981 0.090383 -5.923266 0.9 0.1 0.1
H -4.198097 -1.459320 -2.230084 0.0 0.6 0.6
H -5.330522 0.082117 -0.649971 -0.9 -0.2 0.9
H -4.150820 2.118259 1.076158 0.0 -0.7 1.1
H -5.460253 2.691545 0.044239 0.1 0.4 0.3
H -3.797524 3.483756 0.120484 -0.6 0.0 0.0
H -2.411554 3.119647 -1.586320 -0.3 -1.2 0.0
H -1.235743 1.515203 -3.006576 -0.5 0.1 -0.5
O -1.066037 -2.441610 3.376489 0.7 0.5 0.2
C -0.404081 -2.946763 4.583342 -2.4 -0.2 -0.1
C 0.692292 -2.057136 5.069714 0.4 -0.1 0.0
C 1.613422 -3.035979 5.887612 0.5 1.9 0.5
O 2.723548 -2.295715 6.497150 -0.8 -0.6 0.0
C 1.516515 -1.521636 3.891232 1.1 -0.5 0.7
Se 1.010624 0.146535 3.057231 0.3 0.6 -0.1
C 0.267360 -0.904056 5.981203 -1.7 -1.7 1.2
Se -1.618392 -0.285461 5.903859 0.1 0.0 -0.4
H -2.000264 -2.679098 3.227232 0.0 -0.4 0.5
H -0.005374 -3.900490 4.314443 0.5 -0.8 -0.3
H -1.191420 -3.143736 5.348114 0.6 0.4 -0.3
H 2.110712 -3.700117 5.203697 0.1 -0.5 -0.2
H 1.034289 -3.588462 6.654860 0.3 0.2 -0.3
H 2.371933 -1.526845 6.976830 -0.1 -0.4 -0.3
H 1.551309 -2.253395 3.092929 0.1 -0.4 -0.1
H 2.527788 -1.438883 4.334944 -0.3 0.2 -0.7
H 0.860730 -0.052657 5.826561 1.0 1.0 0.0
H 0.303871 -1.303881 7.015361 0.3 0.6 -0.3
C -0.287874 3.225066 5.825417 -0.5 1.3 -0.7
N -0.450423 3.168090 4.377828 0.1 -0.2 -0.2
C -1.569046 2.832875 3.701164 1.2 1.5 1.0
N -2.725016 2.976513 4.307222 -1.6 -0.4 -1.6
S -1.338112 2.448636 2.059024 -0.5 -0.5 -0.5
H 0.745782 3.078798 6.110540 0.2 -0.2 -0.2
H -0.906776 2.457810 6.236921 -0.4 -0.6 0.7
H -0.589534 4.235801 6.170516 0.1 -0.5 0.1
H 0.348082 2.980827 3.806410 0.6 -0.1 0.1
H -2.846788 3.447196 5.166720 0.2 0.1 0.9
H -3.553571 2.529924 3.845620 0.9 0.3 0.8
```
Forces are in eV/Å.

Properties
E_LUMO: 1.83 eV
gap between HOMO and LUMO: 6.64 eV
HOMO level: -0.17682 Ha
charge: -1
ΔE to the lowest compared entry with this formula, charge and spin: 27.4 kcal/mol

Atomic partial charges in e from the Löwdin method, atoms 1 to 4: 1.175, -0.095, -0.155, -0.570